1.
Entry from the Open Molecules 2025 dataset: a cluster of 2 separate species, C9H14 in total at a distorted geometry (ωB97M-V/def2-TZVPD).

Structure (ORCA input):
```
! RIJCOSX wB97M-V def2-TZVPD def2/J DEFGRID3
* xyz 0 1
C -2.13 2.40 2.88
C 2.19 -0.22 0.07
C 0.60 -0.78 -2.18
C 2.21 -1.59 -0.46
C 0.46 0.44 -1.58
C -3.34 1.86 2.18
C 1.44 -1.78 -1.59
C 1.27 0.69 -0.40
C 1.64 -3.09 -2.27
H -3.95 1.12 2.73
H 2.85 -2.31 0.14
H 1.33 -3.22 -3.28
H 1.20 -3.90 -1.54
H 1.30 1.69 -0.04
H -2.34 3.42 3.20
H 2.70 -3.46 -2.26
H 3.13 0.12 0.62
H -3.22 1.45 1.12
H -0.02 -1.06 -3.20
H -4.18 2.53 1.86
H -0.06 1.32 -2.02
H -1.24 2.67 2.27
H -1.85 1.68 3.75
*
```

Values from the calculation:
Electronic energy   -9558.0421 eV
LUMO   0.0370 hartree
SMILES   Cc1ccccc1.CC
Relative energy (zero: lowest compared OMol25 entry of this formula, charge and spin)   49.3 kcal/mol

***

2.
Entry from the Open Molecules 2025 dataset: an isolated molecule of C3H6N2 at a distorted geometry (ωB97M-V/def2-TZVPD).

Structure (ORCA input):
```
! RIJCOSX wB97M-V def2-TZVPD def2/J DEFGRID3
* xyz 0 1
N -0.38 -0.88 0.69
N 1.28 0.71 0.50
C 0.79 -0.25 1.19
C -0.82 -0.12 -0.51
C 0.42 0.83 -0.74
H -1.74 0.46 -0.40
H 0.95 0.64 -1.71
H -0.98 -0.86 -1.30
H 0.09 1.87 -0.87
H 1.20 -0.69 2.11
H -0.80 -1.71 1.05
*
```

Values from the calculation:
Electronic energy   -6187.7456 eV
LUMO   0.0395 hartree
SMILES   C1=NCCN1
Relative energy (zero: lowest compared OMol25 entry of this formula, charge and spin)   18.4 kcal/mol

***

> relative energy (zero: lowest compared OMol25 entry of this formula, charge and spin) of number 1 (C9H14)?

49.3 kcal/mol

***

> Which formula does entry 1 have?

C9H14

***

> Which of these has the highest LUMO?

C3H6N2